Arrangement w

A molecular structure, CH9NO3. Source: the Open Molecules 2025 dataset; level of theory: the ωB97M-V functional and the def2-TZVPD basis.

The gap between HOMO and LUMO is 3.43 eV.

Geometry as ORCA input:
```
! wB97M-V def2-TZVPD RIJCOSX def2/J DEFGRID3
* xyz 0 1
C 2.189 1.232 1.168
N 1.384 0.475 0.314
H 2.581 0.682 2.039
H 1.623 2.075 1.564
H 3.044 1.632 0.590
H -1.553 0.305 -0.955
H -0.450 0.842 -0.020
O -1.155 1.140 -0.597
H -1.400 -1.081 -2.425
H 1.817 -0.392 -0.019
O -2.177 -1.015 -1.858
H -2.344 -2.306 0.785
H -1.938 -1.526 -0.783
O -1.621 -2.063 0.199
*
```

Arrangement x

4 unconnected molecules or ions with the total composition CH9NO3. Source: the Open Molecules 2025 dataset; level of theory: the ωB97M-V functional and the def2-TZVPD basis.

Its SMILES is C=N.O.O.O. The gap between HOMO and LUMO is 10.95 eV.

Geometry as ORCA input:
```
! wB97M-V def2-TZVPD RIJCOSX def2/J DEFGRID3
* xyz 0 1
C 0.621 1.979 -1.986
N -0.145 1.653 -1.041
H 1.264 2.857 -1.926
H 0.770 1.362 -2.879
H -0.673 0.803 -1.240
H -1.104 -1.365 0.261
H -1.935 -1.652 -0.992
O -1.376 -0.974 -0.599
H 1.315 0.969 2.183
H 0.756 0.978 0.812
O 0.997 0.360 1.508
H 0.618 -1.482 1.481
H 0.400 -2.937 1.162
O -0.020 -2.209 1.628
*
```

Energy ordering: arrangement x at the bottom, the next structure 170.7 kcal/mol above.

Arrangement w

3 unconnected molecules or ions with the total composition CH4Cl2N2. Source: the Open Molecules 2025 dataset; level of theory: the ωB97M-V functional and the def2-TZVPD basis.

Its SMILES is C#N.NCl.Cl. The gap between HOMO and LUMO is 10.12 eV.

Geometry as ORCA input:
```
! wB97M-V def2-TZVPD RIJCOSX def2/J DEFGRID3
* xyz 0 1
C -1.085 2.636 -0.192
N 1.187 -0.729 -0.014
N -0.274 1.867 -0.380
Cl 2.918 -0.402 0.195
Cl -1.847 -3.283 0.877
H -1.864 3.341 -0.010
H 0.639 0.008 0.413
H 1.000 -0.639 -0.943
H -0.675 -2.799 0.053
*
```

Arrangement x

2 unconnected molecules or ions with the total composition CH4Cl2N2. Source: the Open Molecules 2025 dataset; level of theory: the ωB97M-V functional and the def2-TZVPD basis.

The gap between HOMO and LUMO (spin up / spin down) is 8.41 / 8.41 eV.

Geometry as ORCA input:
```
! wB97M-V def2-TZVPD RIJCOSX def2/J DEFGRID3
* xyz 0 1
C -0.402 0.246 -0.701
N 1.498 -0.522 -0.459
N -1.155 0.281 0.435
Cl 1.531 -0.858 1.211
Cl -1.857 -1.118 1.274
H -0.800 -0.524 -1.410
H -0.036 1.233 -0.927
H 2.144 0.224 -0.500
H -0.924 1.038 1.077
*
```

Energy ordering: arrangement w at the bottom, the next structure 40.0 kcal/mol above.

Arrangement w

2 unconnected molecules or ions with the total composition CH3FOS. Source: the Open Molecules 2025 dataset; level of theory: the ωB97M-V functional and the def2-TZVPD basis.

Its SMILES is FC=S.O. The gap between HOMO and LUMO is 9.50 eV.

Geometry as ORCA input:
```
! wB97M-V def2-TZVPD RIJCOSX def2/J DEFGRID3
* xyz 0 1
C 1.580 0.005 -0.266
O -2.187 0.193 -0.010
F 2.308 1.005 -0.819
S 2.311 -1.273 0.306
H 0.529 0.169 -0.253
H -1.527 -0.310 0.471
H -3.014 0.211 0.572
*
```

Arrangement x

A molecular structure, CH3FOS. Source: the Open Molecules 2025 dataset; level of theory: the ωB97M-V functional and the def2-TZVPD basis.

The gap between HOMO and LUMO is 10.95 eV.

Geometry as ORCA input:
```
! wB97M-V def2-TZVPD RIJCOSX def2/J DEFGRID3
* xyz 0 1
C -0.261 -0.470 0.453
O 0.239 1.337 0.606
F -1.213 -0.568 -0.462
S 1.092 -1.360 -0.173
H -0.603 -0.679 1.415
H -0.554 1.785 0.452
H 1.024 -0.733 -1.242
*
```

Energy ordering: arrangement w at the bottom, the next structure 31.1 kcal/mol above.

Arrangement w

A gas-phase ion, C3H4NS (charge +1). Source: the Open Molecules 2025 dataset; level of theory: the ωB97M-V functional and the def2-TZVPD basis.

The gap between HOMO and LUMO is 7.54 eV.

Geometry as ORCA input:
```
! wB97M-V def2-TZVPD RIJCOSX def2/J DEFGRID3
* xyz 1 1
C -0.749 0.823 -0.175
C 1.307 1.028 0.864
C 0.237 -1.256 -0.253
N 0.126 1.409 0.410
S 1.628 -0.675 0.600
H -1.742 1.073 -0.553
H 2.077 1.569 1.444
H -0.680 -1.017 0.182
H 0.515 -2.113 -0.959
*
```

Arrangement x

A gas-phase ion, C3H4NS (charge +1). Source: the Open Molecules 2025 dataset; level of theory: the ωB97M-V functional and the def2-TZVPD basis.

The gap between HOMO and LUMO is 9.07 eV.

Geometry as ORCA input:
```
! wB97M-V def2-TZVPD RIJCOSX def2/J DEFGRID3
* xyz 1 1
C 0.877 -0.305 -0.091
C -1.383 -0.988 -0.071
C 0.855 1.099 0.139
N -0.131 -1.119 0.093
S 2.507 0.073 -0.068
H -1.956 -0.726 -1.014
H -2.157 -1.220 0.612
H 0.640 1.714 -0.829
H 0.748 1.473 1.230
*
```

Arrangement y

A gas-phase ion, C3H4NS (charge +1). Source: the Open Molecules 2025 dataset; level of theory: the ωB97M-V functional and the def2-TZVPD basis.

The gap between HOMO and LUMO (spin up / spin down) is 6.85 / 6.76 eV.

Geometry as ORCA input:
```
! wB97M-V def2-TZVPD RIJCOSX def2/J DEFGRID3
* xyz 1 1
C -0.670 2.030 -1.821
C -0.655 0.535 0.046
C 0.669 -0.105 -0.548
N -1.084 1.503 -0.855
S 1.169 0.976 -2.022
H -1.326 -0.226 0.281
H -0.404 1.199 0.928
H 1.307 -0.105 0.334
H 0.661 -1.258 -0.783
*
```

Energy ordering: arrangement x at the bottom, the next structure 29.3 kcal/mol above.

Arrangement w

A molecular structure, C2H9N2O. Source: the Open Molecules 2025 dataset; level of theory: the ωB97M-V functional and the def2-TZVPD basis.

The gap between HOMO and LUMO is 11.19 eV.

Geometry as ORCA input:
```
! wB97M-V def2-TZVPD RIJCOSX def2/J DEFGRID3
* xyz 1 1
C 1.955 -0.248 0.133
C 0.735 -0.818 0.785
N -0.388 -0.971 -0.090
O 0.621 -1.124 1.923
H 1.787 0.751 -0.273
H 2.249 -0.867 -0.719
H 2.765 -0.239 0.853
H -0.143 -1.293 -1.023
H -1.120 -1.546 0.320
N -1.717 1.317 -0.398
H -1.544 1.905 0.412
H -1.016 0.246 -0.233
H -2.709 1.086 -0.436
H -1.475 1.801 -1.253
*
```

Arrangement x

2 unconnected molecules or ions with the total composition C2H9N2O. Source: the Open Molecules 2025 dataset; level of theory: the ωB97M-V functional and the def2-TZVPD basis.

The gap between HOMO and LUMO is 11.45 eV.

Geometry as ORCA input:
```
! wB97M-V def2-TZVPD RIJCOSX def2/J DEFGRID3
* xyz 1 1
C 1.285 -1.130 0.568
N -0.050 -0.568 0.307
C -0.424 -0.583 -0.964
N -1.520 0.021 -1.391
H 2.057 -0.452 0.152
H 1.408 -2.053 0.014
H 1.470 -1.314 1.623
H -0.470 0.180 0.856
H 0.207 -1.048 -1.726
H -2.252 0.280 -0.743
H -1.812 -0.203 -2.332
H -0.217 3.058 1.086
H 0.527 1.712 1.509
O -0.208 2.099 1.041
*
```

Arrangement y

3 unconnected molecules or ions with the total composition C2H9N2O. Source: the Open Molecules 2025 dataset; level of theory: the ωB97M-V functional and the def2-TZVPD basis.

The gap between HOMO and LUMO is 4.84 eV.

Geometry as ORCA input:
```
! wB97M-V def2-TZVPD RIJCOSX def2/J DEFGRID3
* xyz 1 1
C 0.015 1.769 -1.454
N 0.279 0.663 -0.654
C 1.436 0.566 0.017
N 1.596 -0.525 0.695
H 0.839 2.134 -2.079
H -0.457 2.619 -0.898
H -0.855 1.666 -2.120
H -2.816 -1.530 1.125
H 2.261 1.284 -0.080
H -3.403 -1.582 1.569
H 1.983 -0.514 1.649
H 0.256 -1.562 0.838
H -0.533 -2.969 0.634
O -0.602 -2.017 0.759
*
```

Energy ordering: arrangement w at the bottom, the next structure 4.2 kcal/mol above.

Arrangement w

A molecular structure, C2H9N2O. Source: the Open Molecules 2025 dataset; level of theory: the ωB97M-V functional and the def2-TZVPD basis.

The gap between HOMO and LUMO is 11.27 eV.

Geometry as ORCA input:
```
! wB97M-V def2-TZVPD RIJCOSX def2/J DEFGRID3
* xyz 1 1
C -0.145 0.551 -1.525
C 0.083 0.396 -0.003
N -0.728 -0.142 2.103
N 1.226 0.834 0.503
O -0.891 -0.041 0.752
H -1.202 0.531 -1.802
H 0.333 -0.307 -2.036
H 0.169 1.500 -1.988
H -0.048 -2.563 -0.983
H 0.169 -1.803 -1.134
H -0.161 -1.018 2.279
H -1.696 -0.354 2.461
H 1.218 0.967 1.504
H 1.673 1.450 -0.129
*
```

Arrangement x

2 unconnected molecules or ions with the total composition C2H9N2O. Source: the Open Molecules 2025 dataset; level of theory: the ωB97M-V functional and the def2-TZVPD basis.

The gap between HOMO and LUMO is 11.31 eV.

Geometry as ORCA input:
```
! wB97M-V def2-TZVPD RIJCOSX def2/J DEFGRID3
* xyz 1 1
C -1.756 1.075 1.672
N -0.392 1.547 1.348
H -1.764 -0.017 1.683
H -2.025 1.367 2.675
H -2.470 1.473 0.966
H -0.171 2.503 1.611
H -0.163 1.420 0.347
H 0.290 0.916 1.776
C 0.693 -0.780 -1.477
N 1.159 -2.040 -1.402
O 0.518 -0.070 -0.485
H 0.419 -0.377 -2.458
H 1.735 -2.364 -2.159
H 1.165 -2.408 -0.465
*
```

Energy ordering: arrangement x at the bottom, the next structure 81.6 kcal/mol above.